(1)
Density functional theory data (ωB97M-V/def2-TZVPD) for a structure of composition C2H7IP2.

Each line ends with the natural charge from an NBO analysis.
Positions of all 12 atoms, in Å:
C -0.5909 1.1026 -0.6557  -0.618
C -0.3000 1.1437 0.7791  -0.748
P 0.7986 -0.2928 1.3008  0.421
P 0.1125 -2.2168 -0.4946  -0.058
I 2.8549 -0.0169 -0.1047  -0.122
H 0.1730 0.5977 -1.1202  0.214
H -1.4839 0.5550 -1.0382  0.218
H -0.5335 2.1876 -0.9621  0.212
H -1.1449 1.3630 1.4406  0.245
H 0.2372 2.0428 0.8964  0.237
H -1.0757 -3.3000 -0.2244  0.007
H 0.9528 -3.1659 0.1829  -0.008

Summary:
LUMO (eV): -0.7
Multiplicity: 1
Frontier orbital gap (Ha): 0.2881



(2)
Density functional theory data (ωB97M-V/def2-TZVPD) for a cluster of 2 separate species, C2H7IP2 in total.

Each line ends with the natural charge from an NBO analysis.
Positions of all 12 atoms, in Å:
C 1.9583 1.2208 1.1701  -0.496
C -0.9868 -1.7289 -1.0037  -0.942
P -0.1289 1.3932 -0.9214  0.064
P -1.0378 -0.1932 0.0981  0.285
I -3.4870 -0.0334 0.0959  -0.128
H 2.7606 1.2668 0.5335  0.162
H 1.8782 0.1901 1.5422  0.182
H 1.9230 2.0235 1.8748  0.176
H 0.0604 -2.0879 -1.2791  0.238
H -1.6061 -1.7855 -2.0010  0.236
H -1.3157 -2.4719 -0.3656  0.227
H -0.0183 2.2064 0.2563  -0.004

Summary:
LUMO (spin up / spin down) (eV): -0.4 / -1.7
Multiplicity: 1
Frontier orbital gap (spin up / spin down) (Ha): 0.2843 / 0.2427



(3)
Density functional theory data (ωB97M-V/def2-TZVPD) for a cluster of 2 separate species, C2H7IP2 in total.

Each line ends with the natural charge from an NBO analysis.
Positions of all 12 atoms, in Å:
C 1.3947 -0.2526 -2.7472  -0.901
P 1.1636 0.0344 -0.8693  0.265
P -0.1109 1.5721 -0.5374  0.017
I 3.4863 0.5057 -0.0574  -0.142
H 0.7349 0.5885 -3.1427  0.254
H 0.9343 -1.2652 -2.8748  0.245
H 2.5488 -0.1545 -2.8712  0.262
C -2.0292 -0.2022 2.5992  -0.849
H -1.0425 -0.4042 2.4127  0.210
H -2.7302 -1.0529 2.5508  0.212
H -1.9877 0.0885 3.6495  0.214
H -2.3620 0.5424 1.8877  0.213

Summary:
LUMO (spin up / spin down) (eV): -2.1 / -1.9
Multiplicity: 1
Frontier orbital gap (spin up / spin down) (Ha): 0.2278 / 0.2277
Structure (SMILES): CP(#P)I.C



It is (1) that is most stable; the runner-up trails by 4.3 kcal/mol.



(1)
Density functional theory data (ωB97M-V/def2-TZVPD) for an isolated molecule of C4H13N2OP.

Each line ends with the natural charge from an NBO analysis.
Positions of all 21 atoms, in Å:
C -1.6452 0.7201 1.6395  -0.606
C -1.8154 0.0023 0.2760  -0.406
C -0.5676 -0.6573 -0.1884  -0.052
C -0.6440 -1.5088 -1.4496  -0.617
N 0.4519 0.4018 -0.4826  -1.035
P 1.7548 0.7840 0.3614  2.068
N 3.1249 0.0719 -0.4537  -1.190
O 1.6952 0.5222 1.7887  -1.098
H -1.3838 -0.1288 2.3264  0.203
H -0.8537 1.5251 1.5959  0.218
H -2.4981 1.2530 2.0467  0.213
H -2.7550 -0.6506 0.4314  0.211
H -2.1864 0.7934 -0.4206  0.200
H -0.2458 -1.2054 0.6541  0.218
H -1.0449 -1.0726 -2.4133  0.211
H 0.3495 -1.8960 -1.6980  0.219
H -1.2962 -2.3478 -1.2998  0.218
H 0.5831 0.7146 -1.4452  0.399
H 1.9081 2.2927 0.0451  -0.160
H 3.9853 0.1964 0.0902  0.408
H 3.0832 0.1897 -1.4042  0.379

Summary:
LUMO (eV): 0.8
Multiplicity: 1
Frontier orbital gap (Ha): 0.3948
Structure (SMILES): CC[C@@H](C)N[P@H](N)=O



(2)
Density functional theory data (ωB97M-V/def2-TZVPD) for a cluster of 2 separate species, C4H13N2OP in total.

Each line ends with the natural charge from an NBO analysis.
Positions of all 21 atoms, in Å:
C -3.0638 -1.4567 -0.1585  -0.415
N -2.6111 -0.0841 0.0803  -0.956
P -0.9087 0.2169 0.2833  1.332
O -0.4333 -0.5883 -1.1408  -0.993
N -0.9260 1.8493 -0.2402  -0.978
C 0.0241 2.9249 0.2266  -0.404
H -3.9479 -1.4288 -0.7001  0.195
H -2.1384 -1.9036 -0.6451  0.227
H -3.3017 -2.0695 0.8066  0.162
H -3.1423 0.4905 0.7073  0.384
H 0.3820 -0.2611 -1.3455  0.476
H -1.3558 2.0127 -1.1337  0.387
H 0.3547 2.5885 1.1953  0.202
H 0.9643 2.9808 -0.3984  0.181
H -0.6480 3.6859 0.2261  0.204
C 2.9486 -1.6162 0.7999  -0.394
C 4.0040 -1.3319 0.0578  -0.380
H 2.2608 -0.7863 0.8982  0.201
H 2.7842 -2.7126 1.0133  0.204
H 4.2523 -0.3786 -0.1184  0.178
H 4.5020 -2.1314 -0.4142  0.186

Summary:
LUMO (eV): 0.9
Multiplicity: 1
Frontier orbital gap (Ha): 0.3343
Structure (SMILES): CNP(O)NC.C=C



It is (1) that is most stable; the runner-up trails by 55.6 kcal/mol.